A:
# C20H34N6O2

One molecule with the formula C20H34N6O2 (ωB97M-V with the def2-TZVPD basis set, the OMol25 dataset).

Bonds (Å) are listed after each position.
CARTESIAN COORDINATES (ANGSTROEM)
1 C 5.76 -0.60 -2.84  C2 1.500, H29 1.094, H30 1.090, H31 1.093
2 C 4.40 -0.10 -3.23  C1 1.500, C3 1.330, C28 1.507
3 C 3.95 -0.16 -4.48  C2 1.330, C4 1.503, H32 1.087
4 C 2.58 0.29 -4.91  C3 1.503, C5 1.527, H33 1.093, H34 1.095
5 C 1.65 0.48 -3.72  C4 1.527, C6 1.516, C27 1.532, H35 1.091
6 C 0.40 1.24 -4.12  C5 1.516, O7 1.221, N8 1.369
7 O 0.51 2.30 -4.72  C6 1.221
8 N -0.82 0.73 -3.77  C6 1.369, C9 1.451, C10 1.452
9 C -2.00 1.55 -4.00  N8 1.451, H36 1.084, H37 1.093, H38 1.094
10 C -1.06 -0.53 -3.09  N8 1.452, C11 1.543, H39 1.092, H40 1.089
11 C -1.14 -0.42 -1.55  C10 1.543, C12 1.531, H41 1.092, H42 1.094
12 C -0.09 -1.25 -0.82  C11 1.531, C13 1.521, N14 1.457, H43 1.093
13 C -0.27 -2.74 -1.03  C12 1.521, H44 1.089, H45 1.090, H46 1.094
14 N -0.14 -0.98 0.61  C12 1.457, C15 1.362, H47 1.006
15 C 0.51 0.09 1.16  N14 1.362, O16 1.214, C17 1.488
16 O 1.17 0.87 0.51  C15 1.214
17 C 0.33 0.22 2.63  C15 1.488, C18 1.372, N26 1.360
18 C -0.74 -0.14 3.42  C17 1.372, N19 1.345, H48 1.075
19 N -0.38 0.26 4.66  C18 1.345, C20 1.453, N25 1.342
20 C -1.11 0.17 5.91  N19 1.453, C21 1.519, H49 1.090, H50 1.088
21 C -2.48 0.83 5.83  C20 1.519, N22 1.455, H51 1.103, H52 1.092
22 N -3.42 0.10 5.00  C21 1.455, C23 1.454, C24 1.453
23 C -4.53 0.97 4.60  N22 1.454, H53 1.090, H54 1.102, H55 1.090
24 C -3.93 -1.09 5.66  N22 1.453, H56 1.090, H57 1.090, H58 1.102
25 N 0.84 0.81 4.64  N19 1.342, N26 1.287
26 N 1.26 0.81 3.43  C17 1.360, N25 1.287
27 C 2.37 1.28 -2.63  C5 1.532, C28 1.520, H59 1.093, H60 1.090
28 C 3.58 0.50 -2.12  C2 1.507, C27 1.520, H61 1.098, H62 1.094
29 H 5.68 -1.34 -2.05  C1 1.094
30 H 6.28 -1.05 -3.69  C1 1.090
31 H 6.38 0.21 -2.46  C1 1.093
32 H 4.59 -0.58 -5.25  C3 1.087
33 H 2.64 1.24 -5.46  C4 1.093
34 H 2.16 -0.44 -5.61  C4 1.095
35 H 1.42 -0.51 -3.31  C5 1.091
36 H -1.70 2.47 -4.47  C9 1.084
37 H -2.71 1.02 -4.64  C9 1.093
38 H -2.49 1.78 -3.05  C9 1.094
39 H -2.01 -0.91 -3.48  C10 1.092
40 H -0.31 -1.25 -3.39  C10 1.089
41 H -1.00 0.63 -1.27  C11 1.092
42 H -2.13 -0.72 -1.19  C11 1.094
43 H 0.90 -0.95 -1.16  C12 1.093
44 H -0.22 -3.00 -2.09  C13 1.089
45 H 0.50 -3.31 -0.51  C13 1.090
46 H -1.25 -3.07 -0.66  C13 1.094
47 H -0.55 -1.66 1.22  N14 1.006
48 H -1.70 -0.57 3.22  C18 1.075
49 H -1.19 -0.88 6.21  C20 1.090
50 H -0.49 0.68 6.64  C20 1.088
51 H -2.86 0.95 6.86  C21 1.103
52 H -2.34 1.83 5.41  C21 1.092
53 H -5.21 0.42 3.95  C23 1.090
54 H -5.10 1.33 5.47  C23 1.102
55 H -4.15 1.83 4.05  C23 1.090
56 H -4.61 -1.61 5.00  C24 1.090
57 H -3.11 -1.77 5.90  C24 1.090
58 H -4.46 -0.85 6.59  C24 1.102
59 H 2.69 2.23 -3.07  C27 1.093
60 H 1.70 1.51 -1.80  C27 1.090
61 H 3.25 -0.30 -1.45  C28 1.098
62 H 4.21 1.15 -1.51  C28 1.094

Net charge ... 0
SMILES ... CC1=CC[C@H](C(=O)N(C)CC[C@H](C)NC(=O)c2cn(CCN(C)C)nn2)CC1
Kohn-Sham gap ... 8.87 eV
HOMO ... -8.5123 eV

Computed natural (NBO) charges, given in elementary charges: atom 1 (C): -0.6275, atom 2 (C): 0.0141, atom 3 (C): -0.1986, atom 4 (C): -0.4182, atom 5 (C): -0.3101, atom 6 (C): 0.7073, atom 7 (O): -0.6442, atom 8 (N): -0.4426, atom 9 (C): -0.4172, atom 10 (C): -0.2131, atom 11 (C): -0.4320, atom 12 (C): -0.0362, atom 13 (C): -0.6212, atom 14 (N): -0.6179, atom 15 (C): 0.6566, atom 16 (O): -0.6013, atom 17 (C): -0.0529, atom 18 (C): -0.0655, atom 19 (N): -0.1695, atom 20 (C): -0.2230, atom 21 (C): -0.2306, atom 22 (N): -0.4471, atom 23 (C): -0.4109, atom 24 (C): -0.4193, atom 25 (N): -0.0553, atom 26 (N): -0.1938, atom 27 (C): -0.3949, atom 28 (C): -0.4353, atom 29 (H): 0.2096, atom 30 (H): 0.2112, atom 31 (H): 0.2119, atom 32 (H): 0.1951, atom 33 (H): 0.2348, atom 34 (H): 0.2043, atom 35 (H): 0.1949, atom 36 (H): 0.2519, atom 37 (H): 0.1885, atom 38 (H): 0.1880, atom 39 (H): 0.2029, atom 40 (H): 0.2063, atom 41 (H): 0.2340, atom 42 (H): 0.1998, atom 43 (H): 0.2161, atom 44 (H): 0.2189, atom 45 (H): 0.2205, atom 46 (H): 0.2000, atom 47 (H): 0.3951, atom 48 (H): 0.2478, atom 49 (H): 0.2048, atom 50 (H): 0.2424, atom 51 (H): 0.1789, atom 52 (H): 0.2135, atom 53 (H): 0.2031, atom 54 (H): 0.1675, atom 55 (H): 0.2057, atom 56 (H): 0.2063, atom 57 (H): 0.1966, atom 58 (H): 0.1689, atom 59 (H): 0.2163, atom 60 (H): 0.2381, atom 61 (H): 0.2057, atom 62 (H): 0.2209

=====

B:
# C20H34N6O2

One molecule with the formula C20H34N6O2 (ωB97M-V with the def2-TZVPD basis set, the OMol25 dataset).

Bonds (Å) are listed after each position.
CARTESIAN COORDINATES (ANGSTROEM)
1 C -1.82 4.38 2.21  C2 1.500, H29 1.093, H30 1.090, H31 1.093
2 C -2.39 2.99 2.13  C1 1.500, C3 1.330, C28 1.508
3 C -3.69 2.75 2.24  C2 1.330, C4 1.504, H32 1.086
4 C -4.31 1.38 2.11  C3 1.504, C5 1.527, H33 1.093, H34 1.094
5 C -3.33 0.39 1.47  C4 1.527, C6 1.519, C27 1.533, H35 1.090
6 C -3.85 -1.03 1.59  C5 1.519, O7 1.222, N8 1.368
7 O -4.22 -1.46 2.68  C6 1.222
8 N -3.85 -1.82 0.47  C6 1.368, C9 1.450, C10 1.455
9 C -4.19 -3.22 0.60  N8 1.450, H36 1.085, H37 1.092, H38 1.094
10 C -3.34 -1.39 -0.82  N8 1.455, C11 1.526, H39 1.093, H40 1.090
11 C -1.82 -1.39 -0.90  C10 1.526, C12 1.529, H41 1.088, H42 1.096
12 C -1.31 -1.43 -2.34  C11 1.529, C13 1.519, N14 1.458, H43 1.095
13 C -1.30 -2.84 -2.92  C12 1.519, H44 1.090, H45 1.091, H46 1.093
14 N 0.04 -0.88 -2.41  C12 1.458, C15 1.363, H47 1.005
15 C 0.26 0.45 -2.22  N14 1.363, O16 1.216, C17 1.486
16 O -0.64 1.23 -2.00  C15 1.216
17 C 1.69 0.86 -2.28  C15 1.486, C18 1.373, N26 1.359
18 C 2.81 0.15 -1.93  C17 1.373, N19 1.345, H48 1.075
19 N 3.82 1.01 -2.12  C18 1.345, C20 1.452, N25 1.342
20 C 5.24 0.85 -1.84  N19 1.452, C21 1.522, H49 1.090, H50 1.088
21 C 5.51 0.77 -0.35  C20 1.522, N22 1.455, H51 1.102, H52 1.091
22 N 5.02 -0.48 0.23  C21 1.455, C23 1.454, C24 1.453
23 C 4.77 -0.33 1.65  N22 1.454, H53 1.090, H54 1.102, H55 1.090
24 C 5.93 -1.58 -0.02  N22 1.453, H56 1.090, H57 1.090, H58 1.102
25 N 3.36 2.19 -2.56  N19 1.342, N26 1.289
26 N 2.07 2.11 -2.65  C17 1.359, N25 1.289
27 C -1.98 0.51 2.18  C5 1.533, C28 1.523, H59 1.093, H60 1.093
28 C -1.38 1.88 1.92  C2 1.508, C27 1.523, H61 1.098, H62 1.095
29 H -1.26 4.61 1.30  C1 1.093
30 H -2.60 5.13 2.33  C1 1.090
31 H -1.12 4.47 3.04  C1 1.093
32 H -4.37 3.58 2.41  C3 1.086
33 H -4.62 1.00 3.08  C4 1.093
34 H -5.22 1.45 1.50  C4 1.094
35 H -3.18 0.68 0.43  C5 1.090
36 H -4.47 -3.42 1.63  C9 1.085
37 H -5.02 -3.47 -0.06  C9 1.092
38 H -3.33 -3.85 0.33  C9 1.094
39 H -3.75 -2.10 -1.55  C10 1.093
40 H -3.74 -0.42 -1.10  C10 1.090
41 H -1.44 -0.50 -0.41  C11 1.088
42 H -1.43 -2.26 -0.36  C11 1.096
43 H -1.95 -0.79 -2.95  C12 1.095
44 H -2.29 -3.29 -2.85  C13 1.090
45 H -1.00 -2.84 -3.97  C13 1.091
46 H -0.61 -3.47 -2.36  C13 1.093
47 H 0.79 -1.45 -2.78  N14 1.005
48 H 2.97 -0.84 -1.52  C18 1.075
49 H 5.60 -0.03 -2.37  C20 1.090
50 H 5.72 1.73 -2.27  C20 1.088
51 H 6.59 0.90 -0.18  C21 1.102
52 H 5.00 1.60 0.13  C21 1.091
53 H 4.37 -1.27 2.05  C23 1.090
54 H 5.68 -0.09 2.22  C23 1.102
55 H 4.04 0.45 1.83  C23 1.090
56 H 5.50 -2.50 0.37  C24 1.090
57 H 6.08 -1.72 -1.09  C24 1.090
58 H 6.91 -1.43 0.45  C24 1.102
59 H -2.14 0.35 3.25  C27 1.093
60 H -1.29 -0.27 1.85  C27 1.093
61 H -1.00 1.95 0.90  C28 1.098
62 H -0.53 2.05 2.58  C28 1.095

Net charge ... 0
SMILES ... CC1=CC[C@H](C(=O)N(C)CC[C@H](C)NC(=O)c2cn(CCN(C)C)nn2)CC1
Kohn-Sham gap ... 8.93 eV
HOMO ... -8.5381 eV

Computed natural (NBO) charges, given in elementary charges: atom 1 (C): -0.6313, atom 2 (C): 0.0302, atom 3 (C): -0.2074, atom 4 (C): -0.4147, atom 5 (C): -0.3163, atom 6 (C): 0.7061, atom 7 (O): -0.6469, atom 8 (N): -0.4431, atom 9 (C): -0.4159, atom 10 (C): -0.2114, atom 11 (C): -0.4124, atom 12 (C): -0.0502, atom 13 (C): -0.6150, atom 14 (N): -0.6156, atom 15 (C): 0.6399, atom 16 (O): -0.6015, atom 17 (C): -0.0069, atom 18 (C): -0.0741, atom 19 (N): -0.1703, atom 20 (C): -0.2218, atom 21 (C): -0.2301, atom 22 (N): -0.4469, atom 23 (C): -0.4102, atom 24 (C): -0.4179, atom 25 (N): -0.0580, atom 26 (N): -0.2096, atom 27 (C): -0.3805, atom 28 (C): -0.4473, atom 29 (H): 0.2170, atom 30 (H): 0.2125, atom 31 (H): 0.2073, atom 32 (H): 0.1979, atom 33 (H): 0.2322, atom 34 (H): 0.2088, atom 35 (H): 0.2109, atom 36 (H): 0.2509, atom 37 (H): 0.1913, atom 38 (H): 0.1842, atom 39 (H): 0.1971, atom 40 (H): 0.2137, atom 41 (H): 0.2308, atom 42 (H): 0.1984, atom 43 (H): 0.2056, atom 44 (H): 0.2199, atom 45 (H): 0.2166, atom 46 (H): 0.2037, atom 47 (H): 0.3974, atom 48 (H): 0.2436, atom 49 (H): 0.2055, atom 50 (H): 0.2406, atom 51 (H): 0.1790, atom 52 (H): 0.2145, atom 53 (H): 0.2035, atom 54 (H): 0.1667, atom 55 (H): 0.2066, atom 56 (H): 0.2062, atom 57 (H): 0.1945, atom 58 (H): 0.1687, atom 59 (H): 0.2166, atom 60 (H): 0.2039, atom 61 (H): 0.2237, atom 62 (H): 0.2093

=====

Pick the least stable structure from those above. Pick: A